i:
DFT (ωB97M-V with the def2-TZVPD basis set) results for 2 unconnected molecules or ions with the total composition C2H5ClN2.

Geometry as XYZ:
```
10
Properties=species:S:1:pos:R:3
C -0.57142 1.02363 -0.11539
H 1.61743 -1.81568 -0.47821
H -0.72148 2.09773 -0.52496
H 0.15758 0.46116 -1.72597
N -0.04850 0.09439 -0.83015
C 1.64792 -1.29016 0.54014
H 2.67636 -0.39212 2.08714
N 2.41349 -0.55652 1.08294
H -0.68104 0.70625 0.95286
Cl 3.79432 0.45390 0.08447
```

## Properties
* orbital gap: 8.81 eV
* LUMO level: 0.356 eV
* HOMO energy: -8.5 eV

Mulliken atomic charge list, values in e, 4 entries:
1 C -0.236
2 H 0.227
3 H 0.223
4 H 0.200

=====

ii:
DFT (ωB97M-V with the def2-TZVPD basis set) results for C2H5ClN2 in the gas phase.

Geometry as XYZ:
```
10
Properties=species:S:1:pos:R:3
N -0.34385 0.64774 -2.05245
H 0.46152 1.28507 -1.62639
H -0.47484 1.11371 -3.04764
H 0.75326 0.89361 0.05485
H -0.18223 -1.86081 0.04943
C -0.25618 0.37311 0.19719
H -1.25277 0.86173 0.09678
Cl 0.46351 0.09009 1.95850
N -0.24739 -0.77002 -1.79761
C -0.25146 -0.86791 -0.50903
```

## Properties
* orbital gap: 10.06 eV
* LUMO level: 0.746 eV
* SMILES: N/N=C\CCl
* HOMO energy: -9.3 eV

Mulliken atomic charge list, values in e, 4 entries:
1 N -0.428
2 H 0.214
3 H 0.260
4 H 0.202

=====

According to the calculations, the structures order from most to least stable as ii, i.

=====

i:
DFT (ωB97M-V with the def2-TZVPD basis set) results for 18 unconnected molecules or ions with the total composition H36O18.

Geometry as XYZ:
```
54
Properties=species:S:1:pos:R:3
H -2.80312 -0.94954 3.84600
O 0.91986 -3.14766 -3.47642
H -0.48555 2.19584 0.78929
H -5.29838 0.37687 2.21304
H 0.00774 -3.38294 -3.65789
H 5.52162 -0.80738 2.80256
H -4.37575 -0.77113 1.60627
O 5.23302 -1.49626 3.39124
H 0.34951 0.93771 1.02529
H 0.13502 0.51181 3.96003
H 1.46788 5.39208 0.10176
H 1.31482 6.20650 -1.23107
O -1.64543 0.11844 -4.27260
H -2.03649 -1.59818 -1.72469
H -1.69059 -4.47386 1.83732
O -0.85230 -1.74320 2.66661
H 0.77226 3.50600 -2.43446
O 1.57292 3.57617 -2.97354
H 4.45710 3.06540 0.04865
H 1.51256 1.13440 3.96474
H -1.66977 -0.54273 -0.47434
H -4.25677 1.47015 -4.17005
H -4.84287 1.49866 -2.68187
H 4.41304 -1.98279 3.41498
O -4.25133 1.91197 -3.31420
O 1.00700 0.41801 4.35925
O -2.37773 1.16207 -0.75041
H 2.73419 -4.83457 0.80632
O 0.07334 1.76584 1.43331
O 3.78846 -2.29318 -2.12601
O 0.86760 5.61460 -0.61556
H 4.42386 -2.16497 -2.83345
H -1.08945 0.13740 -3.47314
O -4.56338 -0.21623 2.37722
H -2.50290 1.12933 -1.69810
H -1.99397 1.93530 -0.34919
H 1.07871 1.64708 -1.76001
O -2.58134 -4.14758 1.65642
H -1.09667 -2.08798 1.78413
H 1.32158 3.97307 -3.81180
H 3.01053 -2.72008 -2.50735
O 2.47276 -3.96439 1.09283
H -2.39888 -3.37486 1.11565
H 3.31929 2.25347 0.85152
O -1.40836 -1.06890 -1.23757
H -1.88012 -0.25519 4.67202
H 0.93604 -2.73588 -2.60797
O 0.80682 0.94711 -1.15284
H -2.46663 0.00635 -3.77554
O 3.69481 3.13707 0.64352
H 1.19000 0.14100 -1.50964
H 0.10737 -1.86979 2.72781
O -2.84039 -0.37910 4.62661
H 2.89842 -3.16131 0.80529
```

## Properties
* orbital gap: 9.72 eV
* LUMO level: -0.577 eV
* HOMO energy: -10.3 eV

Mulliken atomic charge list, values in e, 4 entries:
1 H 0.319
2 O -0.629
3 H 0.160
4 H 0.274

=====

ii:
DFT (ωB97M-V with the def2-TZVPD basis set) results for 18 unconnected molecules or ions with the total composition H36O18.

Geometry as XYZ:
```
54
Properties=species:S:1:pos:R:3
H -9.19591 17.28705 12.47866
H -5.70060 10.49583 9.32843
O -5.43064 10.74540 10.21221
O -5.13895 16.34790 18.44577
H -8.20236 18.42825 12.52790
H -0.44022 12.62510 16.50851
O -9.92540 14.18492 12.95601
H -8.68109 9.71374 11.07331
H -6.20343 10.58452 10.75363
O -7.41830 12.66045 14.62740
H -7.59258 11.75096 14.38514
H -10.09782 15.50793 11.64062
H -0.86438 12.94342 9.55268
H -8.14618 9.89906 12.47738
O -3.25490 13.91894 16.22093
H -5.68996 14.87133 12.18241
H -6.43788 12.54107 16.13122
O -5.60046 14.15169 12.80719
H -4.48629 12.26743 10.43296
H -5.28341 16.53114 15.40552
O -4.36102 16.48399 15.65691
O -5.95514 12.19769 16.88308
H -4.40255 13.24089 11.58936
O -3.95321 12.98004 10.78545
H -7.44256 15.67003 16.20750
H -4.01872 17.36003 15.47907
O -0.75517 12.62397 15.60461
H -2.08926 13.56751 10.18678
H -6.63225 11.85805 17.46823
H -4.65554 17.24695 12.49462
H -10.48426 13.61147 12.43154
H -7.03455 13.04891 13.84122
H -1.64129 12.98186 15.65878
H -5.96324 16.82389 18.34475
H -4.79740 14.35039 13.28869
O -7.73611 14.83359 16.56865
H -3.60292 14.78107 15.99323
H -4.02552 13.40535 16.46302
H -10.15089 16.17563 10.28295
O -10.51716 16.22558 11.16589
O -8.60968 17.75518 13.07315
H -7.51826 17.11822 14.32467
O -7.90762 10.00457 11.55641
H -7.55885 14.19753 15.87566
O -4.25371 16.42633 12.20942
H -3.33818 16.65195 12.04470
H -9.49501 13.59771 13.57745
H -4.62071 16.60059 17.68170
O -6.98060 17.06813 15.11502
H -1.46024 16.77130 10.64254
O -1.89361 17.32763 11.28978
O -1.38992 13.74343 9.55732
H -6.72070 17.97331 15.28623
H -1.24771 17.43061 11.98866
```

## Properties
* orbital gap: 9.57 eV
* LUMO level: -0.591 eV
* HOMO energy: -10.2 eV

Mulliken atomic charge list, values in e, 4 entries:
1 H 0.314
2 H 0.287
3 O -0.650
4 O -0.595

=====

iii:
DFT (ωB97M-V with the def2-TZVPD basis set) results for 18 unconnected molecules or ions with the total composition H36O18.

Geometry as XYZ:
```
54
Properties=species:S:1:pos:R:3
H -0.50581 -4.39510 2.57307
H 0.49750 -2.44676 -0.25279
H 1.50222 -2.28716 2.19091
H 3.79465 -0.34221 -2.12776
H -0.68374 -3.81121 3.99203
O 0.69965 -3.57172 -1.78276
H 0.73578 5.24161 2.56678
H 2.99563 2.67807 -2.18813
H 4.19776 -3.33217 -1.65169
H 2.44916 -0.55349 -2.43380
H -0.52599 5.62296 3.34970
H -3.66866 -2.24129 -0.78064
O -0.56649 0.52561 -2.52145
H -5.10553 0.06047 2.05327
H 4.27844 2.61666 1.78689
H 4.16366 -1.18810 0.41987
O 3.49172 -3.88091 -1.23876
H -0.62256 -0.28853 -1.97067
H 3.38087 -4.70888 -1.64824
H 0.09799 -3.40016 -2.49620
H -2.39343 -2.39718 -2.41104
O -2.69557 4.88590 1.01147
O -4.91987 2.02441 -1.29411
H 2.71982 -3.14640 2.15016
H -0.85716 1.56124 -0.12977
O -1.38326 2.19651 -0.68227
O -5.07124 0.13377 1.06203
H -4.65286 -0.91295 -0.98035
O -2.61197 -3.04651 -3.12231
H -0.98615 1.37254 -2.18981
H -4.45058 -0.56059 0.86070
O 3.62352 -0.62376 1.08273
H 1.63537 -3.39303 -1.84003
H -5.45839 2.20002 -0.53437
O -0.21490 -1.88477 0.08627
H 4.47780 2.47979 -2.67333
O -0.97058 -4.44790 3.38615
H -2.33000 2.02358 -0.81555
H -4.90653 2.86863 -1.73573
H 2.72347 -0.67566 0.84476
O 1.76405 -3.25041 2.26752
H -1.80122 -2.88577 -3.61368
H 1.50982 2.33626 2.46426
O 3.24384 -1.11189 -2.21680
H 3.91904 3.46079 2.64666
H -0.55619 -2.34703 0.92850
O -3.73878 -1.26338 -0.93650
O -0.21838 5.20624 2.57987
O 3.65865 2.09301 -2.45963
O 0.67503 2.47745 2.05233
H 0.30183 3.03793 1.41940
H -2.22496 4.10967 0.61252
H -2.15186 4.66864 1.76793
O 3.73541 2.51314 2.57238
```

## Properties
* orbital gap: 10.45 eV
* LUMO level: -0.181 eV
* HOMO energy: -10.6 eV

Mulliken atomic charge list, values in e, 4 entries:
1 H 0.303
2 H 0.362
3 H 0.289
4 H 0.289

=====

According to the calculations, the structures order from most to least stable as ii, i, iii.